Here is a structure of composition C21H51NO5Ti from the OMol25 dataset. Energies are from the ωB97M-V functional and the def2-TZVPD basis.

- lowest unoccupied orbital energy (alpha / beta) (eV) = -2.134 / -2.204
- Kohn-Sham gap (alpha / beta) (eV) = 4.8 / 9.4
- relative energy (zero: lowest compared OMol25 entry of this formula, charge and spin) (eV) = 0.000
- HOMO energy (alpha / beta) (eV) = -7.0 / -11.6
- expectation value of S² = 3.751

Structure (ORCA input):
```
! wB97M-V def2-TZVPD RIJCOSX def2/J DEFGRID3
* xyz 1 4
Ti -8.22923 -19.52791 14.38422
C -8.72821 -19.03202 10.16368
C -8.26030 -18.07482 11.24437
C -8.37482 -16.61646 10.81950
O -9.00020 -18.29139 12.46790
H -9.65256 -18.68179 9.69309
H -8.93551 -20.01897 10.57922
H -7.98416 -19.11808 9.37085
H -7.21389 -18.28900 11.46238
H -9.28000 -16.40976 10.25075
H -7.51581 -16.33346 10.20475
H -8.31792 -15.97447 11.70000
H -9.93575 -18.30728 12.23758
C -6.49005 -16.00150 14.72161
C -5.82504 -17.31322 14.34747
C -4.30572 -17.21631 14.31389
O -6.23336 -18.37812 15.22816
H -6.41072 -15.82844 15.79776
H -7.55651 -16.03151 14.49201
H -6.01770 -15.18821 14.17419
H -6.14100 -17.61153 13.34438
H -3.87404 -16.95382 15.28738
H -3.96258 -16.42777 13.63782
H -3.83686 -18.13969 13.97267
H -5.86446 -18.18546 16.09637
C -7.08661 -22.48294 17.74233
C -7.99901 -22.16612 16.56728
C -9.35494 -22.85354 16.71630
O -8.20652 -20.74270 16.41624
H -6.72210 -23.50780 17.63242
H -7.61707 -22.43196 18.69706
H -6.20392 -21.84457 17.81239
H -7.50222 -22.50643 15.65880
H -10.05419 -22.43600 15.99138
H -9.74732 -22.65069 17.71806
H -9.29614 -23.93509 16.60921
H -8.11554 -20.30535 17.26915
C -11.57382 -19.50041 17.02324
C -11.13660 -18.44049 16.04965
C -10.07603 -17.51228 16.62299
O -10.54175 -19.06027 14.87233
H -12.31496 -20.17237 16.57116
H -12.07486 -19.05572 17.88510
H -10.76846 -20.15070 17.36291
H -11.98136 -17.83193 15.72092
H -9.61570 -16.91193 15.83613
H -9.25821 -18.10939 17.04464
H -10.46449 -16.85643 17.39899
H -11.24376 -19.30723 14.26462
C -4.81157 -21.29106 14.29710
C -5.37262 -22.35228 13.36166
C -5.24329 -23.72038 14.04143
C -6.12124 -24.79700 13.42596
C -7.56436 -24.33284 13.27396
C -7.71356 -23.01233 12.54383
N -6.80605 -22.05243 13.17773
O -6.96196 -20.76551 12.58602
C -7.47976 -23.21594 11.03869
C -9.13788 -22.51910 12.75700
C -4.55047 -22.35286 12.06263
H -5.46663 -21.21568 15.16822
H -4.82423 -20.31699 13.80809
H -3.80248 -21.54735 14.61172
H -4.21420 -24.06497 13.88575
H -5.35283 -23.65957 15.12658
H -6.10535 -25.71163 14.02378
H -5.71301 -25.12610 12.46435
H -7.99570 -24.24898 14.28034
H -8.17752 -25.08999 12.77715
H -6.64608 -23.87825 10.81769
H -8.37543 -23.64611 10.58784
H -7.31466 -22.28104 10.49032
H -9.35185 -22.46713 13.82741
H -9.31708 -21.55586 12.28268
H -9.83412 -23.25424 12.34582
H -3.49011 -22.27655 12.30955
H -4.79026 -21.50302 11.41730
H -4.65812 -23.26096 11.47085
H -6.70200 -20.86045 11.65658
*
```

Here is a cluster of 2 separate species, C21H51NO6P3S in total in a non-equilibrium geometry from the OMol25 dataset. Energies are from the ωB97M-V functional and the def2-TZVPD basis.

- lowest unoccupied orbital energy (eV) = -2.664
- Kohn-Sham gap (eV) = 8.1
- relative energy (zero: lowest compared OMol25 entry of this formula, charge and spin) (eV) = 2.101
- HOMO energy (eV) = -10.7

Structure (ORCA input):
```
! wB97M-V def2-TZVPD RIJCOSX def2/J DEFGRID3
* xyz 1 1
C -7.27705 4.50920 1.64792
O -6.79113 5.80143 1.06494
C -5.53151 5.39811 0.37839
C -4.41304 6.61961 0.31136
C -4.21224 7.25573 -1.18615
C -2.86609 6.68250 -1.97575
C -3.22700 5.88895 -3.37308
C -3.19142 4.24749 -3.23502
C -1.64887 3.64673 -2.99601
C -1.75875 2.02956 -3.23394
C -0.58921 1.13377 -2.51871
P -0.15118 1.63247 -0.73052
P -2.21408 1.56726 -0.03069
O -3.11140 0.43611 -0.71068
O -2.97938 3.15447 -0.04242
O -2.13331 1.11407 1.68549
P 1.99727 1.50227 -1.29069
O 2.39608 -0.03481 -2.05363
O 2.90213 1.50953 0.23435
S 2.60800 3.05187 -2.31586
H -6.65096 4.21987 2.59860
H -7.09240 3.63779 0.85930
H -8.43216 4.51481 1.87066
H -5.07895 4.52296 1.05248
H -5.82326 5.01795 -0.69489
H -3.37566 6.11507 0.60584
H -4.64332 7.43140 1.12490
H -4.01495 8.41739 -1.03358
H -5.17811 7.19287 -1.87508
H -2.16328 7.59574 -2.25242
H -2.25054 5.92614 -1.29086
H -4.34220 6.20017 -3.64723
H -2.55211 6.17485 -4.28628
H -3.96578 3.81086 -2.46960
H -3.51650 3.82064 -4.30016
H -0.97366 4.18777 -3.78896
H -1.35512 3.97651 -1.91267
H -1.63585 1.85835 -4.40883
H -2.86474 1.67704 -2.99224
H 0.38716 1.17775 -3.19724
H -1.00085 0.01602 -2.46630
H 0.18217 0.71063 0.35341
H -0.00320 3.06204 -0.46653
H -2.29986 3.88292 0.11384
H -2.01697 1.97884 2.19878
H 2.57648 -0.74576 -1.34402
H 2.20966 1.68068 0.96364
C 4.94187 -5.13156 -1.23456
C 4.54074 -6.11997 -0.15042
C 3.03224 -6.21365 0.07373
C 2.26155 -4.98516 0.54989
N 2.60537 -4.37110 1.92892
C 3.85115 -3.48142 1.93328
C 3.43797 -2.21586 1.20783
C 1.97334 -2.01230 1.54155
C 1.50151 -3.29007 2.21678
C 2.55406 -5.38968 3.09070
C 3.84085 -6.16704 3.38888
C 3.77700 -7.65623 3.06979
H 4.54563 -4.13395 -1.04886
H 6.03360 -5.05623 -1.28152
H 4.58692 -5.46772 -2.21440
H 5.06805 -5.88885 0.77680
H 4.90183 -7.11165 -0.44894
H 2.80573 -7.05342 0.73301
H 2.58664 -6.50648 -0.88697
H 1.20594 -5.28358 0.61951
H 2.31439 -4.18713 -0.19773
H 4.09160 -3.26155 2.98087
H 4.69181 -3.98331 1.46165
H 3.55764 -2.33281 0.12361
H 4.05215 -1.35835 1.49841
H 1.39198 -1.80595 0.63641
H 1.83536 -1.15613 2.21041
H 0.53104 -3.65242 1.86358
H 1.45365 -3.12896 3.29951
H 1.68486 -6.03413 2.91591
H 2.34438 -4.80369 3.99214
H 3.99783 -6.10124 4.47271
H 4.73766 -5.72248 2.94958
H 2.75237 -8.04029 3.08205
H 4.35360 -8.22341 3.80837
H 4.22485 -7.87986 2.09365
*
```

Here is a cluster of 4 separate species, C21H52BO in total from the OMol25 dataset. Energies are from the ωB97M-V functional and the def2-TZVPD basis.

- lowest unoccupied orbital energy (eV) = 2.234
- Kohn-Sham gap (eV) = 6.7
- HOMO energy (eV) = -4.4

Structure (ORCA input):
```
! wB97M-V def2-TZVPD RIJCOSX def2/J DEFGRID3
* xyz -1 1
B 4.77263 -3.63452 -3.60540
C 3.67109 -2.46598 -3.34653
O 2.85392 -2.55036 -2.13039
C 1.55139 -2.99246 -2.35486
C 1.45520 -4.44708 -2.80747
H 5.29853 -3.97074 -2.54268
H 5.62388 -3.17454 -4.37683
H 4.24706 -4.62300 -4.14296
H 2.95295 -2.39025 -4.18253
H 4.13486 -1.47280 -3.27556
H 1.05625 -2.34397 -3.10080
H 1.02124 -2.86382 -1.40581
H 2.21566 -5.03279 -2.28828
H 0.47070 -4.85729 -2.55632
H 1.64212 -4.57813 -3.87300
C -1.20601 -1.94863 4.03645
C -2.21992 -1.47837 3.00145
C -2.17104 -2.26802 1.69344
C -0.82556 -2.22043 0.96445
C -0.30509 -0.81982 0.64714
C -1.25373 -0.02015 -0.23731
H -0.18352 -1.82841 3.67526
H -1.29420 -1.38841 4.96867
H -1.34678 -3.00778 4.26672
H -2.05717 -0.41640 2.79133
H -3.22968 -1.54869 3.41868
H -2.95892 -1.89413 1.03256
H -2.42022 -3.31475 1.89630
H -0.91838 -2.77735 0.02698
H -0.07121 -2.75504 1.54792
H 0.67088 -0.91193 0.16489
H -0.13204 -0.26727 1.57728
H -1.42866 -0.52591 -1.18953
H -0.86117 0.97454 -0.45506
H -2.21500 0.10426 0.26343
C -3.04221 2.44446 2.36757
C -4.17398 1.65665 1.72137
C -5.53081 2.35457 1.78220
C -6.03486 2.63864 3.19939
C -6.10022 1.41186 4.10923
C -7.00885 0.30921 3.58102
H -3.21794 2.60771 3.43285
H -2.09037 1.92026 2.26815
H -2.93018 3.42484 1.89762
H -4.24496 0.67236 2.19592
H -3.92516 1.46303 0.67593
H -6.26565 1.74601 1.24809
H -5.47167 3.30247 1.23751
H -7.03233 3.08576 3.13190
H -5.39710 3.39234 3.66923
H -6.44398 1.72776 5.09798
H -5.09285 1.01119 4.25749
H -8.02473 0.68116 3.42424
H -7.06402 -0.53038 4.27507
H -6.65245 -0.07968 2.62565
C 4.31264 0.38318 -0.72595
C 3.43832 1.52179 -1.22976
C 3.50452 1.69410 -2.74835
C 4.90540 1.96856 -3.29923
C 5.61126 3.17487 -2.68178
C 4.86063 4.48641 -2.87843
H 5.37346 0.56998 -0.90784
H 4.19279 0.21950 0.34757
H 4.05229 -0.55662 -1.21437
H 3.70635 2.46008 -0.72968
H 2.39626 1.32438 -0.95930
H 2.82228 2.49490 -3.05231
H 3.13408 0.77658 -3.21457
H 4.83198 2.11407 -4.38243
H 5.52485 1.08002 -3.15887
H 6.61171 3.25836 -3.11611
H 5.76266 3.00034 -1.61220
H 4.69624 4.68519 -3.94104
H 5.40879 5.33324 -2.46100
H 3.88066 4.45840 -2.39860
*
```

Here is a structure of composition C21H52N4O6PS2 in a non-equilibrium geometry from the OMol25 dataset. Energies are from the ωB97M-V functional and the def2-TZVPD basis.

- lowest unoccupied orbital energy (eV) = 2.180
- Kohn-Sham gap (eV) = 8.2
- HOMO energy (eV) = -6.0

Structure (ORCA input):
```
! wB97M-V def2-TZVPD RIJCOSX def2/J DEFGRID3
* xyz -1 1
O -2.82897 -1.01398 0.70078
P -3.99085 -1.76674 0.16183
S -5.64474 -2.01981 1.55167
O -5.69883 -3.44790 1.78158
O -5.30813 -1.19837 2.68790
N -6.77193 -1.43396 0.61129
S -8.32598 -1.47978 0.97430
O -8.83490 -2.79460 1.28619
O -8.73327 -0.41533 1.86746
C -8.98750 -1.04799 -0.62875
C -10.46746 -0.77115 -0.48025
C -11.47441 -1.81681 -1.12562
O -11.18533 -0.30254 -1.52089
H -4.55092 -1.16165 -0.97828
H -3.70921 -3.09051 -0.22519
H -8.50572 -0.13927 -0.99087
H -8.86519 -1.89344 -1.29748
H -10.78641 -0.38960 0.49329
H -12.08420 -1.75805 -0.18726
H -12.35929 -1.96361 -1.73577
C -2.30391 0.99659 3.59626
C -1.14240 1.98030 3.60855
N 0.14077 1.36318 3.30022
C 1.27126 2.23436 3.54377
C 1.39934 3.51169 2.70031
C 0.17532 0.60188 2.05952
C -0.12746 1.33647 0.74766
H -2.12854 0.18149 4.29971
H -3.22089 1.50793 3.89188
H -2.48633 0.56184 2.61395
H -1.05423 2.41296 4.61063
H -1.38354 2.81768 2.93272
H 2.18518 1.64127 3.43390
H 1.23554 2.52784 4.59863
H 1.74102 3.29391 1.68836
H 2.13510 4.18271 3.15199
H 0.45919 4.05977 2.63442
H -0.53685 -0.21836 2.15498
H 1.15705 0.12111 1.98653
H -0.96715 2.02398 0.85470
H -0.40746 0.60479 -0.01246
H 0.73027 1.89516 0.36724
C 6.38848 0.24756 -1.72385
C 6.64991 1.62188 -1.12517
N 5.50488 2.51129 -1.21287
C 5.81641 3.88661 -0.86940
C 6.24480 4.20016 0.57025
C 4.26671 1.98692 -0.65954
C 4.24384 1.58509 0.82134
H 6.08023 0.33160 -2.76718
H 7.30072 -0.34956 -1.68230
H 5.61851 -0.30063 -1.18036
H 7.46659 2.09421 -1.67926
H 7.01449 1.49041 -0.09311
H 4.94810 4.50075 -1.12378
H 6.61565 4.21178 -1.54362
H 5.40161 4.19274 1.25966
H 6.68518 5.19869 0.60960
H 6.99443 3.49734 0.93585
H 3.97947 1.11029 -1.24258
H 3.47630 2.71892 -0.84593
H 5.14460 1.04507 1.11828
H 3.39197 0.92571 1.00251
H 4.12585 2.44536 1.47934
C -0.31084 -2.95150 -1.01901
C 1.04057 -3.46538 -1.48698
N 1.33470 -3.13504 -2.87397
C 2.50063 -3.82439 -3.39311
C 3.87308 -3.51114 -2.77930
C 1.23143 -1.72395 -3.21016
C 2.12541 -0.74760 -2.43530
H -1.10998 -3.34379 -1.65060
H -0.49752 -3.27577 0.00502
H -0.37381 -1.86379 -1.01891
H 1.04662 -4.55655 -1.40906
H 1.81453 -3.10402 -0.79025
H 2.54515 -3.64614 -4.47178
H 2.31378 -4.89695 -3.27866
H 4.26540 -2.55187 -3.11545
H 4.59077 -4.27681 -3.08215
H 3.84006 -3.50635 -1.68920
H 0.19228 -1.41995 -3.07449
H 1.41887 -1.62332 -4.28287
H 2.14716 -0.99177 -1.37136
H 1.74394 0.27152 -2.52486
H 3.15101 -0.74113 -2.80479
*
```

Here is a structure of composition C21H53Mg2N3O18 in a non-equilibrium geometry from the OMol25 dataset. Energies are from the ωB97M-V functional and the def2-TZVPD basis.

- lowest unoccupied orbital energy (eV) = -5.110
- Kohn-Sham gap (eV) = 8.2
- relative energy (zero: lowest compared OMol25 entry of this formula, charge and spin) (eV) = 0.000
- HOMO energy (eV) = -13.3

Structure (ORCA input):
```
! wB97M-V def2-TZVPD RIJCOSX def2/J DEFGRID3
* xyz 2 1
Mg -0.40468 -1.75444 1.04199
Mg 4.03696 1.90494 -0.37238
N 3.81974 0.88686 2.57930
O 4.07384 1.66234 1.57350
O 4.58081 0.91007 3.53546
O 2.77620 0.21247 2.55252
N 1.13074 0.49245 -0.53311
O 2.34130 0.80087 -0.62989
O 0.83982 -0.57776 0.03208
O 0.26389 1.31753 -0.83539
C 1.23677 -0.42673 -5.58101
N 0.39045 -0.50431 -4.35125
O -0.78824 -0.31235 -4.48243
O 0.94140 -0.71965 -3.27754
H 0.61969 -0.71608 -6.42334
H 2.08651 -1.09747 -5.50068
H 1.56225 0.61003 -5.61084
C -0.67519 0.63867 2.91952
O -1.26136 -0.24280 1.98680
C -2.40538 0.33335 1.31585
C -2.94418 -0.62337 0.23946
O -1.79905 -1.28009 -0.29459
C -1.89778 -1.37284 -1.72900
H -0.34411 1.56079 2.42567
H 0.25035 0.26995 3.36054
H -1.34609 0.91677 3.73527
H -2.03940 1.22748 0.80800
H -3.16928 0.58370 2.05185
H -3.52247 0.00745 -0.43726
H -3.66689 -1.34086 0.63818
H -1.82177 -0.35926 -2.12918
H -2.83051 -1.82573 -2.06348
H -1.01268 -1.88712 -2.09449
C 1.98333 3.99666 0.74825
O 2.84700 3.51774 -0.30263
C 2.55478 4.08134 -1.58477
C 3.74720 3.74168 -2.46056
O 4.14228 2.36182 -2.33646
C 3.66580 1.57477 -3.42388
H 0.98155 3.61571 0.54918
H 2.05906 5.08193 0.79009
H 2.33726 3.60322 1.69766
H 2.29322 5.13879 -1.56615
H 1.66414 3.56367 -1.96380
H 4.58529 4.41701 -2.27506
H 3.48417 3.94184 -3.50096
H 2.57225 1.57835 -3.45281
H 3.95543 0.53342 -3.30660
H 3.98940 1.93635 -4.40050
C 0.95839 -3.67601 -1.01152
O 0.03193 -3.33489 0.00166
C -0.62745 -4.50623 0.53309
C -1.94665 -4.09717 1.20615
O -1.76223 -2.89835 1.95853
C -2.68546 -2.80750 3.04632
H 1.84262 -4.20031 -0.63912
H 1.32313 -2.78318 -1.51863
H 0.53789 -4.31683 -1.78983
H 0.05305 -4.96718 1.24899
H -0.89976 -5.18357 -0.27657
H -2.24177 -4.99208 1.75466
H -2.68776 -3.87502 0.43361
H -2.53229 -3.60019 3.77540
H -3.71459 -2.79350 2.68512
H -2.46833 -1.87416 3.56347
C -2.41867 6.13622 -0.51822
O -2.89814 5.06780 -1.30126
C -2.15737 3.88104 -1.14070
C -2.84625 2.69855 -1.83418
O -3.05960 2.74836 -3.22234
C -3.84356 3.82968 -3.68974
H -2.61836 6.01680 0.55229
H -3.01347 7.00256 -0.80943
H -1.36371 6.35023 -0.70929
H -2.12492 3.65449 -0.07015
H -1.19799 3.95813 -1.66616
H -3.82123 2.46343 -1.38712
H -2.19431 1.83672 -1.68303
H -4.03052 3.74433 -4.75467
H -3.37453 4.78349 -3.44107
H -4.80851 3.86096 -3.16510
C -0.04815 -5.91162 4.21526
O -0.09053 -4.56535 3.81690
C 0.96405 -3.74178 4.28619
C 0.78665 -2.35637 3.68668
O 0.93112 -2.26195 2.28187
C 2.25740 -2.61822 1.88761
H 0.89514 -6.36503 3.88300
H -0.83000 -6.50402 3.73921
H -0.14532 -6.05584 5.29501
H 1.94273 -4.17815 4.06143
H 0.87133 -3.71304 5.37568
H 1.44043 -1.67441 4.24199
H -0.18701 -1.99222 4.01724
H 2.32962 -3.70418 1.79156
H 2.98116 -2.32412 2.64994
H 2.60798 -2.13952 0.97813
*
```